The following is a DFT calculation (ωB97M-V/def2-TZVPD) of a 2-piece molecular cluster, C2H7NO3S overall at a distorted geometry.

Last column: natural (NBO) charge in e.
Cartesian coordinates (Å):
C1 -1.109 -0.514 1.459  -0.69
C2 -1.293 0.106 0.104  0.14
N1 -1.300 1.321 -0.198  -0.67
O1 1.215 0.593 -1.950  -0.89
O2 2.168 -1.501 -1.148  -0.95
O3 1.960 0.196 0.397  -0.93
S1 1.229 -0.520 -0.772  1.80
H1 -2.143 -0.617 1.816  0.24
H2 -0.552 -1.454 1.324  0.23
H3 -0.575 0.185 2.082  0.21
H4 -1.523 -0.743 -0.651  0.14
H5 -1.613 1.533 -1.081  0.35
H6 1.533 0.875 1.016  0.53
H7 2.003 0.541 -2.396  0.49

As for the relative energy (zero: lowest compared OMol25 entry of this formula, charge and spin): 1.552 eV. Its HOMO-LUMO gap is 10.53 eV. The energy comes out at -759.00002 Eh. The calculation puts the HOMO energy at -9.86 eV. The total charge is 0.

The following is a DFT calculation (ωB97M-V/def2-TZVPD) of one molecule with the formula C2H7NO3S2 at a distorted geometry.

Last column: natural (NBO) charge in e.
Cartesian coordinates (Å):
C1 2.154 -0.132 0.408  -0.41
C2 -0.177 0.612 -0.284  -0.28
N1 0.932 0.669 0.620  -0.65
O1 -0.806 -1.767 -0.875  -0.90
O2 -1.202 -1.020 1.445  -0.92
O3 -2.841 -0.428 -0.294  -0.92
S1 -1.287 2.316 0.061  -0.13
S2 -1.472 -0.671 0.120  2.31
H1 2.686 0.428 -0.483  0.18
H2 2.880 -0.075 1.208  0.22
H3 2.054 -1.093 0.017  0.19
H4 -0.047 0.647 -1.393  0.25
H5 -1.276 -1.937 -1.627  0.50
H6 0.804 0.638 1.605  0.40
H7 -2.401 1.811 -0.529  0.15

As for the structure (SMILES): CN[C@H](S)S(=O)(=O)O. As for the relative energy (zero: lowest compared OMol25 entry of this formula, charge and spin): 1.871 eV. Its HOMO-LUMO gap is 9.70 eV. The energy comes out at -1157.17969 Eh. The calculation puts the HOMO energy at -9.35 eV. The total charge is 0.

The following is a DFT calculation (ωB97M-V/def2-TZVPD) of a 3-piece molecular cluster, C2H7NO4 overall at a distorted geometry.

Last column: natural (NBO) charge in e.
Cartesian coordinates (Å):
O1 0.385 -1.998 -1.617  -0.57
C1 -0.240 -1.019 -1.401  0.54
N1 -0.907 -0.566 -0.321  -0.67
C2 -1.423 0.658 -0.539  0.52
O2 -2.082 0.875 -1.596  -0.54
H1 -0.297 -0.305 -2.313  0.13
H2 -0.764 -1.016 0.548  0.43
H3 -1.491 1.302 0.421  0.15
H4 0.568 -1.957 1.552  0.47
H5 0.035 -3.186 0.756  0.50
O3 0.003 -2.664 1.538  -0.94
H6 2.598 2.710 1.047  0.47
H7 1.762 3.944 0.625  0.48
O4 1.853 3.221 1.300  -0.94

As for the structure (SMILES): O=CNC=O.O.O. As for the relative energy (zero: lowest compared OMol25 entry of this formula, charge and spin): 1.811 eV. Its HOMO-LUMO gap is 10.50 eV. The energy comes out at -436.08691 Eh. The calculation puts the HOMO energy at -10.22 eV. The total charge is 0.

The following is a DFT calculation (ωB97M-V/def2-TZVPD) of a 2-piece molecular cluster, C2H7NOS overall at a distorted geometry.

Last column: natural (NBO) charge in e.
Cartesian coordinates (Å):
C1 2.624 0.201 0.726  -0.53
C2 -2.235 -0.552 -0.218  -0.50
N1 0.484 0.877 -0.786  -1.01
O1 1.434 -1.574 -0.746  -0.95
S1 1.084 -0.502 0.149  1.38
H1 3.360 -0.442 0.992  0.19
H2 2.560 1.139 1.265  0.18
H3 -1.538 -0.791 -1.060  0.19
H4 -1.877 0.099 0.569  0.14
H5 -3.326 -0.490 -0.404  0.17
H6 -0.384 1.143 -0.429  0.37
H7 1.085 1.619 -0.811  0.37

As for the relative energy (zero: lowest compared OMol25 entry of this formula, charge and spin): 5.855 eV. Its HOMO-LUMO gap (spin up / spin down) is 8.07 / 8.76 eV. The energy comes out at -608.38199 Eh. The calculation puts the HOMO energy (spin up / spin down) at -9.26 / -8.96 eV. The total charge is 0.

The following is a DFT calculation (ωB97M-V/def2-TZVPD) of one molecule with the formula C2H7NOS at a distorted geometry.

Last column: natural (NBO) charge in e.
Cartesian coordinates (Å):
C1 0.896 1.109 0.342  -0.42
C2 -1.043 0.262 -0.855  -0.44
N1 -0.069 0.026 0.178  -0.59
O1 -0.174 -2.538 0.952  -0.85
S1 0.698 -1.531 -0.019  0.63
H1 1.809 0.878 1.042  0.22
H2 1.445 1.373 -0.558  0.17
H3 0.318 1.974 0.638  0.20
H4 -0.604 1.010 -1.513  0.19
H5 -1.190 -0.533 -1.546  0.21
H6 -2.093 0.379 -0.528  0.20
H7 0.007 -2.409 1.865  0.48

As for the structure (SMILES): CN(C)SO. As for the relative energy (zero: lowest compared OMol25 entry of this formula, charge and spin): 2.242 eV. Its HOMO-LUMO gap is 9.38 eV. The energy comes out at -608.51477 Eh. The calculation puts the HOMO energy at -8.58 eV. The total charge is 0.

The following is a DFT calculation (ωB97M-V/def2-TZVPD) of C2H7NS as an isolated structure at a distorted geometry.

Last column: natural (NBO) charge in e.
Cartesian coordinates (Å):
C1 -0.168 0.659 0.463  -0.26
C2 -0.457 0.290 -1.020  -0.61
S1 0.933 -0.674 -1.660  0.57
N1 0.079 -0.553 1.266  -0.74
H1 -0.957 1.163 1.018  0.26
H2 0.692 1.313 0.613  0.22
H3 -0.705 1.087 -1.716  0.29
H4 -1.264 -0.421 -0.833  0.29
H5 2.092 -0.633 -0.261  0.28
H6 -0.777 -1.043 1.528  0.38
H7 0.533 -1.188 0.603  0.32

As for the relative energy (zero: lowest compared OMol25 entry of this formula, charge and spin): 2.613 eV. Its HOMO-LUMO gap (spin up / spin down) is 8.46 / 5.42 eV. The spin multiplicity is 2. The energy comes out at -532.91998 Eh. The calculation puts the HOMO energy (spin up / spin down) at -14.97 / -14.66 eV. The total charge is +1.

The following is a DFT calculation (ωB97M-V/def2-TZVPD) of an isolated ion of composition C2H7NS2 and charge -1 at a distorted geometry.

Last column: natural (NBO) charge in e.
Cartesian coordinates (Å):
N1 1.769 0.222 0.860  -0.86
C1 0.592 0.938 0.280  -0.24
C2 -0.263 -0.155 -0.389  -0.55
S1 -1.841 0.481 -0.995  -0.27
S2 -3.008 -1.372 -0.951  -0.61
H1 2.549 0.858 0.980  0.34
H2 2.095 -0.489 0.219  0.34
H3 0.014 1.334 1.097  0.20
H4 0.916 1.586 -0.533  0.17
H5 0.213 -0.698 -1.216  0.19
H6 -0.400 -0.942 0.364  0.19
H7 -2.637 -1.765 0.285  0.09

As for the relative energy (zero: lowest compared OMol25 entry of this formula, charge and spin): 0.299 eV. Its HOMO-LUMO gap (spin up / spin down) is 3.86 / 7.01 eV. The spin multiplicity is 2. The energy comes out at -931.50084 Eh. The calculation puts the HOMO energy (spin up / spin down) at 0.03 / -3.18 eV. The total charge is -1.

The following is a DFT calculation (ωB97M-V/def2-TZVPD) of a 2-piece molecular cluster, C2H7NS2 overall at a distorted geometry.

Last column: natural (NBO) charge in e.
Cartesian coordinates (Å):
N1 -0.719 -1.410 -0.352  -0.75
C1 -0.235 -0.411 0.586  -0.24
C2 -0.070 0.939 -0.096  -0.52
S1 -0.256 2.265 1.149  -0.06
S2 1.703 -1.560 -2.307  -0.12
H1 -0.947 -2.349 -0.049  0.38
H2 -0.082 -1.573 -1.137  0.32
H3 0.682 -0.687 1.121  0.19
H4 -0.933 -0.267 1.417  0.21
H5 -0.922 1.090 -0.787  0.23
H6 0.866 1.061 -0.615  0.24
H7 0.914 2.903 1.069  0.13

As for the relative energy (zero: lowest compared OMol25 entry of this formula, charge and spin): 4.235 eV. Its HOMO-LUMO gap is 5.43 eV. The energy comes out at -931.36794 Eh. The calculation puts the HOMO energy at -9.23 eV. The total charge is 0.

The following is a DFT calculation (ωB97M-V/def2-TZVPD) of a 2-piece molecular cluster, C2H7NS2 overall at a distorted geometry.

Last column: natural (NBO) charge in e.
Cartesian coordinates (Å):
S1 -2.775 0.278 -0.354  0.26
S2 -0.900 -0.401 0.017  0.31
H1 -3.472 -0.895 -0.158  0.21
H2 -0.340 -0.148 -1.180  0.20
C1 2.117 0.345 1.325  -0.48
C2 3.152 0.214 -0.856  -0.05
N1 2.675 -0.393 0.159  -0.45
H3 1.225 1.005 1.080  0.18
H4 1.705 -0.523 1.920  0.21
H5 2.934 0.791 1.970  0.24
H6 3.198 -0.277 -1.921  0.20
H7 3.426 1.252 -0.646  0.16

As for the relative energy (zero: lowest compared OMol25 entry of this formula, charge and spin): 2.201 eV. Its HOMO-LUMO gap (spin up / spin down) is 7.21 / 3.15 eV. The spin multiplicity is 2. The energy comes out at -931.11508 Eh. The calculation puts the HOMO energy (spin up / spin down) at -12.55 / -12.54 eV. The total charge is +1.

The following is a DFT calculation (ωB97M-V/def2-TZVPD) of a 2-piece molecular cluster, C2H7O overall.

Last column: natural (NBO) charge in e.
Cartesian coordinates (Å):
O1 -1.648 -0.659 -1.980  -1.36
H1 -1.849 0.150 -2.464  0.39
C1 0.205 -0.657 0.511  -0.65
C2 0.689 0.792 0.611  -0.61
H2 0.987 -1.400 0.691  0.16
H3 -0.246 -0.806 -0.484  0.32
H4 -0.575 -0.854 1.247  0.18
H5 1.689 0.888 0.189  0.18
H6 0.014 1.416 0.033  0.22
H7 0.733 1.129 1.646  0.17

As for the relative energy (zero: lowest compared OMol25 entry of this formula, charge and spin): 0.011 eV. Its HOMO-LUMO gap is 6.73 eV. The energy comes out at -155.60723 Eh. The calculation puts the HOMO energy at -2.20 eV. The total charge is -1.

The following is a DFT calculation (ωB97M-V/def2-TZVPD) of a 2-piece molecular cluster, C2H7O overall.

Last column: natural (NBO) charge in e.
Cartesian coordinates (Å):
O1 -3.606 2.485 -0.997  -1.38
H1 -2.825 2.849 -0.565  0.38
C1 1.990 -0.738 0.974  -0.61
C2 1.555 -1.816 -0.019  -0.61
H2 1.478 0.203 0.789  0.22
H3 3.069 -0.593 0.917  0.19
H4 1.744 -1.042 1.991  0.20
H5 0.609 -2.263 0.294  0.21
H6 1.336 -1.380 -0.994  0.21
H7 2.309 -2.590 -0.147  0.19

As for the relative energy (zero: lowest compared OMol25 entry of this formula, charge and spin): 0.285 eV. Its HOMO-LUMO gap is 5.12 eV. The energy comes out at -155.59714 Eh. The calculation puts the HOMO energy at -1.77 eV. The total charge is -1.

The following is a DFT calculation (ωB97M-V/def2-TZVPD) of a 2-piece molecular cluster, C2H7O2 overall at a distorted geometry.

Last column: natural (NBO) charge in e.
Cartesian coordinates (Å):
O1 -1.094 1.805 -0.239  -1.00
H1 -0.529 2.605 -0.413  0.52
H2 1.866 -0.078 0.371  0.30
H3 -1.976 2.141 -0.138  0.50
C1 1.162 -0.820 0.657  -0.77
C2 0.220 -1.081 -0.466  0.61
O2 -1.041 -0.919 -0.635  -0.54
H4 0.588 -0.377 1.495  0.27
H5 1.788 -1.703 1.019  0.33
H6 0.544 -1.458 -1.450  0.21
H7 -1.529 -0.115 -0.201  0.58

As for the relative energy (zero: lowest compared OMol25 entry of this formula, charge and spin): 1.116 eV. Its HOMO-LUMO gap is 10.55 eV. The energy comes out at -230.55975 Eh. The calculation puts the HOMO energy at -16.63 eV. The total charge is +1.